Record 1
81
Properties=species:S:1:pos:R:3:forces:R:3 method="wB97M-V/def2-TZVPD" de_lowest_kj_mol=34.56 e_tot_ev=-71876.349 gap_ev=6.88 charge=0
Cd -0.634628 -0.150400 0.671345 -0.70 0.18 -0.11
Cl 2.964908 -1.492473 6.616515 0.51 -0.36 0.70
C 1.567079 -1.340978 5.626644 0.60 1.12 -0.01
C 0.862782 -2.459360 5.192052 0.38 -0.74 0.63
C -0.114071 -2.388820 4.276595 -1.40 -0.39 -1.20
C -0.482101 -1.136617 3.701394 0.72 0.34 0.30
O -1.413069 -1.041841 2.864859 -0.39 0.13 -0.82
C 0.346302 -0.006245 4.109213 -1.72 0.87 -1.39
C 0.179211 1.307639 3.492629 0.87 -0.55 0.53
N -0.524099 1.619967 2.463454 -0.74 -1.25 0.38
C -0.803184 2.924701 2.159313 1.28 1.10 -1.24
C -0.764060 3.972121 3.039761 0.13 -0.08 1.65
C -0.930380 5.316158 2.615823 -0.42 -1.50 0.88
C -1.294404 5.591689 1.364600 0.47 -0.28 -1.86
C -1.212903 4.598836 0.373168 -0.43 -2.04 -0.89
C -1.428014 4.772560 -1.039831 -0.09 2.31 -0.13
C -1.258046 3.768355 -1.942268 -0.28 0.04 1.54
C -0.915171 2.511358 -1.369857 -0.06 0.35 -3.69
N -0.737317 2.257681 -0.140670 -0.07 -0.26 2.05
C -0.928561 3.256568 0.766005 -0.20 0.54 0.17
C 1.309428 -0.101606 5.095693 1.38 1.08 -0.71
H 1.074439 -3.449649 5.550452 0.49 -0.12 0.44
H -0.632872 -3.308927 3.904109 0.44 0.98 0.50
H 0.834493 2.084831 3.937032 -0.38 -0.08 0.05
H -0.613853 3.701211 4.118839 -0.14 0.64 -1.09
H -0.871286 6.127500 3.273302 0.07 0.81 1.28
H -1.507250 6.569699 1.037431 -0.21 1.18 -0.17
H -1.675959 5.814525 -1.406406 0.21 -1.22 0.52
H -1.423440 3.884982 -3.007601 0.13 -0.04 0.19
H -0.735380 1.736383 -2.102627 0.10 -0.52 0.36
H 1.960969 0.860171 5.140907 -0.93 -2.07 0.80
C -3.883076 -0.671223 -2.881030 0.54 -1.30 -0.36
C -3.053756 -0.455023 -1.706923 0.44 0.99 2.46
N -1.796603 -0.666528 -1.615680 -0.01 -0.30 0.32
N -1.191858 -1.358900 -2.632898 0.44 0.19 0.13
C 0.038868 -0.911422 -2.855555 0.86 2.06 -0.38
O 0.531016 0.218149 -2.506935 -0.69 -1.56 -0.23
C 0.958331 -1.777166 -3.681856 -0.13 -0.82 1.38
C 2.215362 -1.351705 -4.061251 -0.04 0.97 0.09
C 3.113731 -2.231940 -4.629989 1.03 1.41 0.28
C 2.833082 -3.563777 -4.719135 0.38 -1.29 -1.23
C 1.587987 -4.047937 -4.284646 0.79 -0.54 -0.11
C 0.714561 -3.147982 -3.710744 -1.68 -0.66 0.18
C -3.730713 0.112781 -0.443209 0.00 1.09 -0.71
C -5.078699 0.557821 -0.477694 0.60 -0.98 -1.11
C -5.617046 1.040619 0.697044 -0.50 0.42 -0.36
C -4.859104 1.128980 1.822685 1.36 -0.81 1.39
C -3.518086 0.687082 1.808768 -2.10 1.04 -1.37
N -2.974464 0.315362 0.666553 0.10 -1.46 -0.70
H -3.628250 -1.640461 -3.311335 -0.15 -0.12 0.00
H -3.666762 0.033763 -3.650849 -0.03 0.78 -0.57
H -4.886679 -0.644606 -2.550744 -1.08 -0.13 -0.44
H 2.545556 -0.333040 -3.844753 -0.45 -0.16 -0.27
H 4.077040 -1.775499 -4.926029 -0.47 -0.76 0.03
H 3.603461 -4.175904 -5.235132 -0.83 0.02 0.59
H 1.337715 -5.122356 -4.371888 0.20 0.76 0.16
H -0.229057 -3.503218 -3.226766 0.83 0.36 -0.71
H -5.688811 0.465436 -1.423558 0.75 0.26 1.50
H -6.633852 1.380223 0.753995 -0.38 0.05 -0.21
H -5.267322 1.423014 2.779015 -0.17 0.19 -0.07
H -2.926754 0.699079 2.681966 0.79 -0.03 0.65
C 4.838585 -1.188351 -0.661030 -0.82 -0.19 -0.09
N 3.639102 -0.337883 -0.759213 0.59 -0.26 -0.26
C 3.842909 1.093873 -0.931197 2.61 -0.79 0.26
C 2.394379 -0.757303 -0.361415 2.02 -1.74 -0.77
N 1.541929 -0.002347 0.123725 -0.98 3.35 1.72
N 2.164846 -2.113901 -0.554462 -1.36 -1.10 0.89
C 1.098041 -2.868942 0.053405 0.61 0.83 -1.32
N 1.112157 -4.152215 -0.429833 1.05 0.40 -0.13
N 0.259927 -2.326160 0.859966 1.60 0.56 -1.11
H 4.575305 -2.243227 -0.814002 0.17 0.40 0.06
H 5.388217 -1.120111 0.279843 -0.27 0.20 0.27
H 5.518811 -0.889145 -1.436396 0.30 0.05 -0.49
H 4.808847 1.207994 -1.467357 -0.52 -0.19 -0.02
H 4.101910 1.611088 0.014005 -0.92 0.08 -0.21
H 3.108930 1.508149 -1.579095 -0.95 0.57 0.01
H 1.957074 0.947115 0.298686 -0.80 -1.23 -0.26
H 2.620485 -2.568148 -1.335906 -0.14 0.36 0.08
H 1.833681 -4.441829 -1.065888 0.13 0.24 -0.03
H 0.461325 -4.877006 -0.276671 -1.02 -0.08 0.63
H -0.391841 -2.965292 1.199530 -1.34 -1.32 0.80

Record 2
11
Properties=species:S:1:pos:R:3:forces:R:3 method="wB97M-V/def2-TZVPD" multiplicity=3 de_lowest_kj_mol=572.65 e_tot_ev=-13484.055 gap_ev="7.43 / 8.25" charge=0
C -1.305262 -1.037660 0.377710 -0.85 -1.35 0.33
C -0.007236 -1.295399 0.255629 -1.53 -0.02 -1.01
O 0.837550 -0.836832 -0.706176 -1.12 -0.46 0.38
C 2.149181 -0.833321 -0.491162 1.06 0.12 -0.12
O 2.351672 0.348932 0.047643 1.45 -0.47 -0.22
Hg 0.464718 1.721163 0.247267 -0.87 1.69 0.94
H -1.940663 -1.882293 0.652830 0.69 -0.43 0.73
H -2.055314 -0.252022 0.267247 1.37 0.65 -0.57
H 3.292426 0.567364 0.070495 0.27 -0.16 0.24
O -1.438335 1.813708 -0.490812 -0.49 0.33 -1.37
H -2.348735 1.686361 -0.230668 0.02 0.09 0.68

Record 3
12
Properties=species:S:1:pos:R:3:forces:R:3 method="wB97M-V/def2-TZVPD" de_lowest_kj_mol=578.07 e_tot_ev=-8334.470 gap_ev=10.09 charge=0
O 3.324834 0.258193 0.047024 0.13 -0.06 -0.09
C 0.464053 0.137826 0.127746 -0.09 -0.03 -0.06
C -0.798742 0.877433 -0.221466 -0.10 0.35 -0.18
C -1.675433 -0.341574 -0.435549 -0.10 -0.06 -0.10
C -0.633946 -0.790234 0.571678 -0.04 -0.37 0.15
O -0.607271 0.556272 1.230147 -0.07 0.11 0.26
H 3.336027 -0.192073 -0.804531 0.15 0.05 0.07
H 2.365089 0.300045 0.240665 0.07 0.01 -0.05
H -0.919348 1.930576 -0.460261 0.00 -0.17 0.02
H -2.720218 -0.290933 -0.111925 0.11 -0.01 -0.05
H -1.570192 -0.800336 -1.422327 -0.03 0.06 0.13
H -0.564851 -1.645194 1.238800 -0.03 0.12 -0.11

Record 4
45
Properties=species:S:1:pos:R:3:forces:R:3 method="wB97M-V/def2-TZVPD" de_lowest_kj_mol=24.00 e_tot_ev=-101274.844 gap_ev=8.29 charge=+1
Zr -0.136196 0.932789 0.658283 0.27 -0.47 0.20
O -2.589479 2.475141 -0.536967 -0.42 0.09 -0.06
C -2.550700 1.315041 -0.236417 0.07 0.06 -0.03
O -2.083896 0.917384 0.977699 -0.04 0.25 -0.21
C -2.734157 0.174594 -1.229806 -0.01 0.08 -0.07
C -2.378724 -1.159119 -0.567686 0.07 0.13 0.07
C -2.619070 -2.353551 -1.479610 -0.02 -0.02 0.06
C -1.427502 -2.270529 -2.457006 0.02 0.02 -0.03
C -0.769131 -0.977971 -2.020480 0.09 0.12 0.02
O -0.908801 -1.011116 -0.562253 -0.07 -0.13 0.05
C -1.626676 0.255329 -2.363758 -0.17 0.04 -0.14
C -0.724394 1.481480 -2.321601 -0.04 -0.28 0.27
O -0.660256 2.351658 -3.122611 0.01 0.00 -0.09
O 0.109334 1.419892 -1.230898 0.10 0.30 0.08
H -3.735124 0.240042 -1.653118 0.02 -0.08 -0.03
H -2.719633 -1.264937 0.454982 -0.03 -0.02 -0.02
H -3.588790 -2.274953 -1.969146 0.01 0.00 -0.02
H -2.607126 -3.278934 -0.908681 0.01 0.00 -0.01
H -1.716235 -2.234629 -3.505903 -0.03 0.00 0.01
H -0.738721 -3.102717 -2.322116 -0.01 -0.01 0.01
H 0.282697 -0.878153 -2.267588 -0.01 -0.03 -0.04
H -2.078826 0.199979 -3.351352 0.04 0.00 0.00
C -0.043597 4.215211 4.160000 0.13 -0.03 -0.03
O 1.193644 3.861948 3.462711 -0.17 0.09 -0.07
C 1.081170 3.099660 2.424006 0.25 -0.15 0.03
O -0.000337 2.619357 2.016112 0.06 -0.16 -0.02
N 2.241462 2.836047 1.802406 -0.02 0.06 0.05
N 2.213753 1.949286 0.719522 -0.13 0.07 0.03
H 0.277096 4.872545 4.958174 -0.02 0.01 0.00
H -0.498599 3.311128 4.552940 -0.03 0.01 0.00
H -0.709178 4.723405 3.469280 -0.03 0.00 0.02
H 3.106757 3.223740 2.148834 0.02 -0.01 -0.03
H 2.850173 1.176008 0.898578 0.01 0.02 0.02
H 2.474795 2.432902 -0.136777 -0.02 -0.01 -0.03
Se 0.961852 -0.826661 2.248138 0.04 0.09 0.06
C 1.729109 -1.955390 0.908911 0.10 -0.19 -0.16
C 1.850977 -3.314724 1.157896 0.01 -0.10 0.02
C 2.395214 -4.133123 0.175797 -0.06 0.01 0.03
N 2.810262 -3.701543 -1.011615 -0.03 0.04 0.00
C 2.696441 -2.398494 -1.244187 0.09 -0.02 0.03
C 2.179167 -1.497097 -0.325882 -0.08 0.08 0.02
H 1.530631 -3.757561 2.091146 -0.03 0.09 0.03
H 2.487484 -5.196713 0.364298 0.03 0.00 -0.04
H 3.051658 -2.043762 -2.206401 -0.02 -0.03 -0.02
H 2.121470 -0.452890 -0.617851 0.03 0.06 0.02

Record 5
10
Properties=species:S:1:pos:R:3:forces:R:3 method="wB97M-V/def2-TZVPD" de_lowest_kj_mol=239.05 e_tot_ev=-11448.730 gap_ev="4.86 / 4.87" charge=+1
O 0.258734 0.762782 -0.204268 -1.41 0.77 0.26
C 1.375807 0.167549 -0.065881 0.32 0.33 0.14
C 1.444532 -1.189709 -0.691716 0.91 -0.26 0.07
H 2.454996 -1.586560 -0.499280 -0.45 -0.06 -0.20
H 0.712154 -1.870949 -0.226325 0.01 0.23 -0.23
H 1.295359 -1.125837 -1.782922 -0.18 -0.04 0.26
O -3.074588 0.748259 1.739071 0.43 0.01 0.07
C -4.141255 0.749734 1.362644 -0.21 -0.01 -0.04
Li -0.958085 0.745375 1.996816 0.38 -0.10 -0.82
Ag 0.632345 2.599356 -1.628139 0.21 -0.87 0.49

Record 6
22
Properties=species:S:1:pos:R:3:forces:R:3 method="wB97M-V/def2-TZVPD" smiles="CCO[N-]CCCC(=O)O" de_lowest_kj_mol=462.53 e_tot_ev=-14047.223 gap_ev=5.78 charge=-1
C 3.093041 -1.191270 -0.097161 0.19 0.01 -0.09
C 2.702006 0.263372 -0.374163 -0.01 -0.09 -0.10
O 1.916457 0.832246 0.629441 -0.05 -0.04 -0.10
N 0.608605 0.140963 0.669147 -0.07 -0.04 0.03
C -0.281036 0.946898 -0.117372 0.04 -0.08 0.07
C -1.600771 1.208251 0.621724 0.05 0.04 0.02
C -2.340794 -0.112342 0.886242 -0.05 0.10 0.06
C -2.996160 -0.608898 -0.374686 0.49 -0.14 0.11
O -4.028321 -0.206023 -0.827255 -0.38 -0.11 0.04
O -2.315913 -1.626148 -1.005352 -0.21 0.22 -0.61
H 3.208349 -1.334110 0.978952 -0.04 0.00 -0.03
H 2.343094 -1.889195 -0.465177 -0.06 0.03 0.14
H 4.050160 -1.427708 -0.578838 -0.05 -0.01 -0.03
H 2.184300 0.317029 -1.346998 0.04 0.02 0.01
H 3.611577 0.876598 -0.461264 -0.03 0.02 0.12
H -0.566801 0.479167 -1.110163 0.00 0.26 -0.07
H 0.176646 1.912565 -0.372736 -0.02 -0.01 -0.02
H -2.243470 1.900531 0.061428 -0.06 -0.12 0.00
H -1.366998 1.667262 1.585077 0.08 -0.02 -0.03
H -3.124162 0.013361 1.637615 -0.03 0.06 -0.09
H -1.617170 -0.845355 1.244028 0.03 0.09 0.04
H -1.412640 -1.317193 -1.182487 0.14 -0.18 0.52

Record 7
79
Properties=species:S:1:pos:R:3:forces:R:3 method="wB97M-V/def2-TZVPD" de_lowest_kj_mol=0.00 e_tot_ev=-125916.999 gap_ev="6.75 / 6.38" charge=+2
Ir 0.123847 0.738423 0.184375 0.67 -0.09 -0.51
Se 5.275328 6.253201 -1.267743 -0.04 -0.03 0.00
N 5.338150 4.480102 -1.368121 -0.01 0.08 0.02
C 4.159420 4.038805 -1.016970 -0.01 -0.06 0.00
C 3.809475 2.623533 -0.978496 0.04 0.05 -0.02
C 4.688836 1.599809 -1.328041 0.00 0.01 0.00
C 4.241208 0.297965 -1.271978 0.00 -0.04 -0.02
C 2.939683 0.037128 -0.862720 -0.02 0.01 -0.03
N 2.097476 1.005460 -0.513681 0.11 -0.03 0.19
C 2.523263 2.282918 -0.576530 -0.07 0.03 0.03
C 1.537631 3.286300 -0.221748 0.01 -0.10 -0.02
N 0.315348 2.817793 0.124723 -0.14 0.11 0.02
C -0.638218 3.712576 0.394283 0.07 0.00 0.02
C -0.414195 5.081940 0.364103 -0.03 0.00 0.00
C 0.834359 5.561470 0.039233 0.01 0.02 -0.02
C 1.835144 4.643782 -0.272781 0.05 0.03 0.00
C 3.185543 5.033847 -0.667249 -0.06 -0.01 0.00
N 3.579807 6.277677 -0.737600 0.08 -0.01 -0.01
H 5.695453 1.845441 -1.639644 0.00 0.00 0.00
H 4.890164 -0.524156 -1.539284 0.00 0.01 -0.01
H 2.536833 -0.960199 -0.800377 0.00 -0.07 0.01
H -1.613078 3.328562 0.643180 -0.01 0.02 0.01
H -1.231050 5.750345 0.595333 0.00 0.00 0.00
H 1.050160 6.621050 0.005519 0.01 0.00 0.00
C -4.462576 0.738195 -1.196675 -0.04 -0.05 0.03
Si -2.616588 0.524049 -1.176304 0.08 0.05 0.12
C -1.877670 1.695207 -2.418334 0.04 0.01 -0.05
C -2.215829 -1.245674 -1.542630 0.01 -0.07 -0.02
N -1.742845 0.867086 0.432660 -0.80 0.12 0.45
C -2.278808 1.334173 1.641910 0.02 -0.19 -0.28
C -3.621669 1.727239 1.765918 -0.07 0.10 0.04
C -4.103719 2.217179 2.964848 0.00 0.00 -0.04
C -3.263863 2.335194 4.065893 -0.02 0.00 0.02
C -1.936393 1.935343 3.967602 0.05 -0.04 -0.02
C -1.451978 1.420694 2.780927 0.02 0.06 0.07
H -4.760722 0.456771 -2.212094 -0.01 0.00 0.01
H -4.808357 1.759996 -1.041540 0.01 0.00 -0.03
H -4.990211 0.069432 -0.515058 -0.01 0.03 0.01
H -2.284363 1.437302 -3.400750 -0.01 0.02 0.01
H -0.792135 1.616413 -2.479782 0.00 0.01 -0.02
H -2.143325 2.736866 -2.225085 0.00 -0.01 0.03
H -2.726189 -1.538279 -2.464707 0.01 -0.01 0.02
H -2.560659 -1.910317 -0.745233 0.01 0.03 0.00
H -1.147116 -1.405240 -1.679273 0.01 -0.01 -0.01
H -4.288594 1.659016 0.925512 -0.01 0.00 -0.04
H -5.141097 2.513693 3.039938 0.00 0.00 0.00
H -3.646743 2.721079 5.001109 0.00 0.01 -0.01
H -1.283224 2.002999 4.827160 0.00 0.01 0.00
H -0.430365 1.066558 2.724990 0.03 0.04 -0.02
C -1.303843 -5.180577 0.055434 0.02 0.02 -0.02
O -0.077966 -4.463028 -0.109364 -0.02 -0.03 -0.03
C 0.224546 -3.991769 -1.333680 -0.09 -0.07 0.04
C -0.620126 -4.047865 -2.439189 0.00 0.01 0.01
C -0.200593 -3.564515 -3.667613 -0.01 -0.02 0.01
C 1.069499 -3.027464 -3.828039 0.00 0.00 0.00
C 1.920338 -2.985265 -2.740004 0.01 0.07 0.01
C 1.498954 -3.445708 -1.499779 0.10 0.18 0.03
N 2.476746 -3.517709 -0.457268 0.02 -0.15 -0.13
C 2.406397 -3.411226 0.843901 0.00 0.05 0.04
C 1.402321 -2.896649 1.703716 0.00 0.00 0.04
C 1.398777 -3.481358 2.991464 0.05 -0.03 -0.07
C 0.403044 -3.221624 3.896514 -0.06 0.01 0.00
C -0.613501 -2.339361 3.526816 0.00 0.00 0.05
C -0.592482 -1.687818 2.309840 0.01 -0.05 -0.07
C 0.431809 -1.908410 1.383527 -0.08 0.04 0.01
O 0.534113 -1.203103 0.261742 0.11 -0.03 0.07
H -1.313459 -5.513343 1.088266 0.00 0.00 0.01
H -1.338086 -6.043403 -0.610223 0.00 0.00 0.00
H -2.160697 -4.531066 -0.128859 0.00 0.00 0.00
H -1.606514 -4.475616 -2.342006 -0.01 -0.01 0.00
H -0.871295 -3.626112 -4.514263 0.00 0.00 0.00
H 1.401480 -2.671552 -4.792716 0.00 0.00 0.00
H 2.929499 -2.603647 -2.851398 0.00 -0.01 0.00
H 3.360367 -3.881848 -0.794118 -0.02 -0.04 0.03
H 3.276195 -3.830577 1.341095 0.02 0.05 0.02
H 2.182406 -4.187833 3.238675 0.00 0.01 0.02
H 0.397593 -3.696120 4.866851 0.01 -0.01 -0.01
H -1.424541 -2.139574 4.216129 0.00 0.00 -0.01
H -1.376522 -0.994576 2.055727 -0.03 -0.02 -0.02